# 1
Density functional theory data (ωB97M-V with the def2-TZVPD basis set) for a molecular structure, C24H20N5O3PdSe2 at a distorted geometry.

## Properties
- Kohn-Sham gap (spin up / spin down): 6.65 / 6.65 eV
- E_HOMO (spin up / spin down): -4.0 / -4.0 eV

Geometry as ORCA input:
```
! RIJCOSX wB97M-V def2-TZVPD def2/J DEFGRID3
* xyz -1 1
Pd 0.3590 -0.3275 -0.2410
C 5.1823 -2.5544 2.3701
O 4.0031 -2.1162 1.7456
C 3.1242 -3.0793 1.3393
C 3.3220 -4.4258 1.5085
C 2.3613 -5.3500 1.0610
C 1.2252 -4.8871 0.4606
C 0.9873 -3.5074 0.2768
C -0.2642 -3.1666 -0.3623
N -0.7118 -1.9874 -0.5372
N -1.9223 -1.7938 -1.1754
C -2.0917 -0.5321 -1.4380
O -1.2809 0.4308 -1.1431
C -3.3490 -0.1425 -2.1400
C -3.5636 1.1937 -2.4598
C -4.7289 1.5822 -3.1052
C -5.6879 0.6369 -3.4386
C -5.4732 -0.7004 -3.1279
C -4.3104 -1.0898 -2.4835
C 1.9492 -2.5586 0.7005
O 1.8916 -1.2735 0.5808
H 5.7458 -1.6587 2.6220
H 5.7841 -3.1809 1.7030
H 4.9711 -3.1156 3.2870
H 4.2202 -4.7894 1.9880
H 2.5294 -6.4105 1.1925
H 0.4732 -5.5843 0.1092
H -0.8913 -3.9827 -0.7164
H -2.7949 1.9131 -2.2119
H -4.8850 2.6247 -3.3538
H -6.5975 0.9385 -3.9436
H -6.2157 -1.4434 -3.3923
H -4.1277 -2.1261 -2.2359
C -2.1426 2.2886 1.2150
N -0.7099 2.2937 1.3956
C 0.0306 1.2484 1.8498
Se -0.5962 -0.3168 2.5941
N 1.3193 1.6866 1.9150
C 1.4152 2.9851 1.4541
C 2.4904 3.8326 1.2668
C 2.2179 5.1001 0.7736
C 0.9157 5.4991 0.4706
C -0.1606 4.6402 0.6451
C 0.1152 3.3787 1.1417
H -2.4930 1.2662 1.3246
H -2.3826 2.6432 0.2139
H -2.6182 2.9212 1.9676
H 2.0751 1.0333 2.0600
H 3.5019 3.5111 1.4734
H 3.0353 5.7892 0.6061
H 0.7427 6.4929 0.0786
H -1.1690 4.9383 0.3915
Se 1.7047 -0.8947 -3.0253
C 1.7321 0.5860 -1.9680
N 1.7431 1.5408 -1.2828
*
```


# 2
Density functional theory data (ωB97M-V with the def2-TZVPD basis set) for a molecular structure, C24H21BrF16GaO23S3 at a distorted geometry.

## Properties
- Kohn-Sham gap: 8.61 eV
- E_HOMO: -6.9 eV

Geometry as ORCA input:
```
! RIJCOSX wB97M-V def2-TZVPD def2/J DEFGRID3
* xyz -1 1
O -0.9330 -7.5472 -1.1609
C -1.8768 -7.0737 -0.5720
Br -2.4258 -7.9424 1.1206
C -2.6972 -5.9195 -0.9994
Ga -2.8274 -4.3943 0.3429
S -4.2892 -5.0504 1.9321
S -3.7390 -2.4419 -0.5838
O -3.2595 -1.2146 0.0276
O -5.1770 -2.5778 -0.4982
C -3.4010 -2.2341 -2.4251
F -2.6950 -3.2428 -2.9399
F -4.5575 -2.1557 -3.0835
F -2.7382 -1.0942 -2.6378
S -0.7858 -4.0400 1.4509
O 0.0344 -5.2316 1.3610
O -1.0880 -3.6738 2.8183
C 0.2094 -2.5793 0.8424
F 1.3338 -2.5551 1.5853
F -0.4317 -1.4372 1.0568
C 0.6603 -2.6135 -0.6391
F -0.3712 -2.2769 -1.4169
F 1.5989 -1.6578 -0.7774
C 1.2965 -3.9277 -1.1491
F 1.9410 -3.6378 -2.3015
F 2.1908 -4.4215 -0.3116
F 0.3477 -4.8059 -1.4451
H -3.7230 -6.2629 -1.0828
H -2.3617 -5.5919 -1.9735
H -4.6354 -3.8720 2.4736
C -4.4372 2.2642 -1.8868
C -3.7793 2.0838 -3.2327
O -3.3247 3.3962 -3.5336
C -3.0954 4.0215 -2.3469
O -2.4786 5.0250 -2.2222
O -3.6612 3.3356 -1.3269
F -4.6622 1.6921 -4.1839
H -5.4766 2.5801 -1.9863
H -4.3881 1.3752 -1.2617
H -2.9301 1.4001 -3.2264
C 1.6103 1.4931 1.8183
C 2.7575 1.0152 2.6739
O 2.7919 1.9873 3.7053
C 1.5221 2.4713 3.8477
O 1.1459 3.1037 4.7721
O 0.7598 2.1198 2.7859
F 3.9386 1.0362 2.0035
H 1.9324 2.2329 1.0840
H 1.0978 0.6804 1.3105
H 2.6134 0.0261 3.1114
C -4.5599 6.6070 -0.4024
C -5.6816 7.4057 -1.0138
O -6.5455 7.6244 0.0924
C -5.7660 7.6161 1.2101
O -6.1087 8.0203 2.2720
O -4.5499 7.1064 0.9428
F -6.3497 6.7047 -1.9684
H -4.7758 5.5385 -0.3901
H -3.6049 6.7708 -0.8870
H -5.3771 8.3683 -1.4266
C -1.7241 9.5257 3.5399
C -3.0043 10.2521 3.1988
O -3.0181 10.1909 1.7841
C -2.3369 9.0649 1.4231
O -2.3935 8.5627 0.3577
O -1.6220 8.5861 2.4668
F -2.9697 11.5534 3.5901
H -0.8641 10.1970 3.5217
H -1.7627 9.0159 4.4987
H -3.9104 9.7846 3.5875
C 5.0119 -6.4622 -1.9219
C 4.9158 -5.0633 -2.4792
O 5.6343 -5.1721 -3.6996
C 5.5203 -6.4649 -4.1216
O 5.7804 -6.8380 -5.2143
O 5.0643 -7.2524 -3.1241
F 5.5313 -4.1506 -1.6823
H 5.9278 -6.6036 -1.3448
H 4.1544 -6.7374 -1.3120
H 3.9017 -4.7299 -2.6864
C 9.7455 -3.8156 1.0155
C 8.4225 -3.4803 1.6630
O 7.4994 -4.1564 0.8283
C 8.1452 -5.2251 0.2907
O 7.6115 -6.1350 -0.2443
O 9.4839 -5.1090 0.4599
F 8.1653 -2.1512 1.6340
H 9.9885 -3.1163 0.2146
H 10.5709 -3.8561 1.7212
H 8.3140 -3.8420 2.6869
*
```


Going through the records in order, we get E_tot values of -172979.808, -270729.434 eV.
Going through the records in order, we get molar mass values of 690.8, 1227.2 g mol⁻¹.